C4H11N2 | the ωB97M-V functional and the def2-TZVPD basis

Positions of all 17 atoms, in Å:
C1 -1.349726 -0.645757 -0.399080
C2 0.107136 -1.058950 -0.375142
C3 1.120236 0.027784 -0.093584
C4 2.125288 0.305668 -0.912281
N1 0.670877 1.044180 0.889041
N2 -1.691615 0.156673 0.820878
H1 -1.562912 0.003096 -1.247853
H2 -2.026870 -1.490568 -0.462254
H3 0.265772 -1.945548 0.247424
H4 0.372530 -1.511240 -1.332687
H5 2.738415 1.183461 -0.759882
H6 2.351498 -0.342239 -1.740061
H7 0.528278 1.922310 0.395770
H8 1.336894 1.242634 1.629661
H9 -0.573455 0.653515 1.100855
H10 -2.399822 0.860702 0.635413
H11 -2.012528 -0.405728 1.603778

Atoms 1-3, force components in eV/Å:
C -0.5 0.5 0.1
C 0.8 -1.2 0.0
C -0.6 0.8 -1.0

The calculation puts the LUMO energy at -3.05 eV. The orbital gap comes out at 11.14 eV. The calculation puts the highest occupied orbital energy at -14.194 eV. The electronic energy comes out at -7299.5964 eV. The relative energy (zero: lowest compared OMol25 entry of this formula, charge and spin) is 130.41 kJ/mol. The net charge is +1.

***

C4H11N2O | the ωB97M-V functional and the def2-TZVPD basis

Positions of all 18 atoms, in Å:
C1 -1.193113 -0.268899 -0.367730
C2 -1.486669 -0.065663 1.160104
C3 -0.251028 -0.545514 2.088799
O1 -0.305016 -0.065680 3.366935
N1 -0.132525 0.662068 -0.851563
C4 1.256234 0.008737 -1.185108
N2 1.961996 1.100548 -1.862623
H1 -2.227323 -0.228966 -0.731112
H2 -0.756432 -1.332570 -0.556671
H3 -2.290216 -0.892065 1.282185
H4 -1.904664 0.912891 1.485829
H5 0.784364 -0.178321 1.671711
H6 -0.206042 -1.651850 1.818676
H7 0.162136 1.543453 -0.418050
H8 0.935125 -0.933094 -1.857372
H9 1.504968 -0.312712 -0.180361
H10 2.789735 0.677541 -2.269888
H11 1.358473 1.570096 -2.593760

Atoms 1-3, force components in eV/Å:
C 1.7 0.3 2.2
C 0.5 -2.8 0.1
C 0.6 2.1 0.3

The calculation puts the LUMO energy at 3.72 eV. The orbital gap comes out at 5.82 eV. The calculation puts the highest occupied orbital energy at -2.108 eV. The electronic energy comes out at -9351.4278 eV. The relative energy (zero: lowest compared OMol25 entry of this formula, charge and spin) is 295.47 kJ/mol. The net charge is -1.